[1]
Here is 2 unconnected molecules or ions with the total composition C2H4N2OS from the Open Molecules 2025 dataset. Energies are from ωB97M-V with the def2-TZVPD basis set.

```
10
Properties=species:S:1:pos:R:3:nbo_charge:R:1
O -1.7657 -0.1467 -0.2776 -0.56
N -0.7462 -0.9431 -0.7753 -0.25
C 0.1778 -1.3116 0.0786 -0.09
S 0.2766 -0.8723 1.6691 -0.25
H -1.6608 0.1215 0.7201 0.52
H -0.5915 -1.0596 -1.8048 0.43
H 1.0306 -1.9031 -0.4329 0.21
C 1.2196 2.1324 0.2701 0.08
N 0.7820 1.9020 -0.7530 -0.32
H 1.2776 2.0806 1.3057 0.23
```

Summary:
- HOMO-LUMO gap: 0.3570 hartree
- SMILES: ONC=S.C#N


[2]
Here is a molecular structure, C7H6NO6Sn from the Open Molecules 2025 dataset. Energies are from ωB97M-V with the def2-TZVPD basis set.

```
21
Properties=species:S:1:pos:R:3:nbo_charge:R:1
O 5.2696 1.0211 -1.8428 -0.44
C 4.4207 1.7675 -1.6594 0.46
Sn -0.0290 1.1078 0.5769 1.60
O 0.9027 0.1528 3.8546 -0.17
C 0.6371 0.5368 2.8032 0.52
C -2.3928 1.4864 1.3238 0.58
O -3.4011 1.2660 1.8143 -0.19
C -3.1589 2.2577 -2.1077 0.41
O -3.9406 2.5125 -2.9014 -0.38
C 0.1018 3.7759 1.4132 0.51
O 0.0104 4.8694 1.7267 -0.24
H 1.3675 1.0579 -0.3325 -0.01
C -0.7768 -3.1292 -0.7650 -0.72
C -0.0913 -1.8880 -0.3164 0.75
N 1.2345 -1.8845 -0.2328 -0.70
O -0.7814 -0.8532 -0.0116 -0.75
H -0.0654 -3.9594 -0.7348 0.28
H -1.1297 -3.0251 -1.8020 0.32
H -1.6288 -3.3571 -0.1123 0.30
H 1.7399 -1.0126 -0.1124 0.39
H 1.7115 -2.7027 -0.5816 0.47
```

Summary:
- HOMO-LUMO gap: 0.1811 hartree
- Total charge: +3


[3]
Here is a gas-phase ion, C5H13N2S (charge +1) from the Open Molecules 2025 dataset. Energies are from ωB97M-V with the def2-TZVPD basis set.

```
21
Properties=species:S:1:pos:R:3:nbo_charge:R:1
C -0.2291 1.7368 0.6503 -0.48
C 0.4793 -0.4835 -0.0774 -0.05
C 0.7014 0.9274 -0.2598 -0.13
C -1.6293 -0.4325 -0.2472 -0.30
C -2.2968 -1.5379 0.5797 -0.67
N 1.2143 -1.2093 -1.0010 -0.86
N 2.1577 1.1473 -0.0174 -0.68
S -2.0363 1.3184 -0.0126 0.22
H -0.1641 1.6685 1.6713 0.22
H -0.3617 2.8028 0.4507 0.25
H 0.6467 -0.8690 0.9075 0.21
H 0.4687 1.2421 -1.3475 0.25
H -1.4301 -0.6970 -1.2669 0.19
H -2.5989 -2.3821 0.0622 0.23
H -3.2084 -1.0455 0.9663 0.24
H -1.5741 -1.9872 1.3021 0.22
H 1.3305 -2.1704 -0.6286 0.40
H 1.0445 -1.2301 -1.9547 0.40
H 2.4693 0.2149 -0.3279 0.45
H 2.3523 1.1378 1.0054 0.44
H 2.6642 1.8486 -0.4546 0.44
```

Summary:
- HOMO-LUMO gap: 0.3205 hartree
- Total charge: +1


[4]
Here is a gas-phase ion, C4H10NSi (charge +1) from the Open Molecules 2025 dataset. Energies are from ωB97M-V with the def2-TZVPD basis set.

```
16
Properties=species:S:1:pos:R:3:nbo_charge:R:1
C -2.8488 0.8172 -0.4570 -0.62
C -2.1515 -0.1534 0.5658 -0.78
Si -0.4714 -0.9149 -0.2098 1.06
C 1.3997 -0.2316 -0.3889 -0.22
C 2.5518 -0.0851 -0.1614 -0.02
N 3.9154 0.1803 0.2283 -0.71
H -3.2016 0.2429 -1.2596 0.21
H -2.2367 1.7383 -0.9445 0.21
H -3.8172 1.3549 0.0827 0.23
H -1.8711 0.3473 1.4784 0.23
H -2.9919 -0.8279 0.7090 0.27
H 0.1052 -1.9686 0.6470 -0.15
H -0.9342 -1.2328 -1.5828 -0.14
H 3.9352 1.1898 0.0529 0.49
H 4.5904 -0.4713 -0.1074 0.47
H 4.0268 0.0147 1.3472 0.48
```

Summary:
- HOMO-LUMO gap: 0.3362 hartree
- Total charge: +1
- SMILES: CC[SiH2]C#C[NH3+]


[5]
Here is C17H15NO4 in the gas phase from the Open Molecules 2025 dataset. Energies are from ωB97M-V with the def2-TZVPD basis set.

```
37
Properties=species:S:1:pos:R:3:nbo_charge:R:1
O -1.2382 1.9741 -2.3169 -0.62
C -2.0881 1.2606 -1.8523 0.83
O -3.1483 0.8428 -2.5412 -0.68
C -2.1510 0.8138 -0.4074 -0.51
C -0.7805 0.9303 0.2663 -0.04
C -0.8772 0.4286 1.6912 -0.01
C -0.8707 -0.9351 1.9502 -0.21
C -0.9745 -1.3930 3.2525 -0.19
C -1.0905 -0.5043 4.3032 -0.28
C -1.1028 0.8640 4.0503 0.31
O -1.2181 1.7127 5.1052 -0.66
C -0.9924 1.3240 2.7437 -0.30
N 0.2560 0.2136 -0.4483 -0.42
C 1.6260 0.4289 -0.0347 -0.25
C 2.4054 -0.4223 -0.9836 0.08
C 3.7619 -0.6523 -1.0852 -0.24
C 4.2076 -1.5018 -2.0887 -0.19
C 3.3185 -2.1043 -2.9683 -0.22
C 1.9560 -1.8740 -2.8674 -0.15
C 1.5144 -1.0284 -1.8655 -0.16
C 0.1367 -0.6046 -1.5276 0.68
O -0.8920 -0.9261 -2.0911 -0.63
H -3.0590 1.0847 -3.4759 0.50
H -2.5248 -0.2081 -0.3785 0.26
H -2.8597 1.4556 0.1218 0.24
H -0.4948 1.9935 0.2680 0.21
H -0.7821 -1.6330 1.1314 0.21
H -0.9672 -2.4541 3.4506 0.22
H -1.1737 -0.8441 5.3228 0.23
H -1.2217 2.6265 4.7955 0.48
H -0.9984 2.3892 2.5473 0.20
H 1.8928 1.4896 -0.1253 0.21
H 1.7674 0.1292 1.0111 0.22
H 4.4598 -0.1858 -0.4060 0.22
H 5.2654 -1.6962 -2.1871 0.21
H 3.6963 -2.7591 -3.7393 0.22
H 1.2501 -2.3325 -3.5422 0.23
```

Summary:
- HOMO-LUMO gap: 0.3443 hartree
- SMILES: O=C(O)C[C@@H](c1cccc(O)c1)N1Cc2ccccc2C1=O


HOMO list, top to bottom, in Ha: -0.3283 -0.7756 -0.4492 -0.4963 -0.3239
Relative energy (zero: lowest compared OMol25 entry of this formula, charge and spin) list, top to bottom, in kcal/mol: 93.8 24.3 64.1 104.3 1.7
LUMO level list, top to bottom, in eV: 0.78 -16.18 -3.50 -4.36 0.55